A.
Entry from the OMol25 dataset: a gas-phase ion, C5H8IN2 (charge +1) (the ωB97M-V functional and the def2-TZVPD basis).

Summary:
Highest occupied orbital energy in eV: -13.41
E_LUMO in eV: -4.5
SMILES: CC[n+]1[nH]ccc1I
Gap between HOMO and LUMO in hartree: 0.3280

```
! wB97M-V def2-TZVPD RIJCOSX def2/J DEFGRID3
* xyz 1 1
C 1.656 0.663 -0.052
C 0.618 0.076 -0.990
N -0.644 -0.201 -0.482
N -0.829 -0.890 0.625
C -1.943 -0.771 1.253
C -2.729 0.219 0.645
C -2.069 0.869 -0.351
I -2.164 2.149 -1.937
H 1.596 1.653 0.145
H 2.605 0.295 -0.475
H 1.517 0.311 1.035
H 1.009 -0.967 -1.474
H 0.512 0.752 -1.962
H 0.013 -1.316 0.847
H -2.334 -1.507 2.018
H -3.739 0.376 0.984
*
```

natural (NBO) population analysis, charges in e, atoms 1 to 2:
1 C -0.63
2 C -0.28

B.
Entry from the OMol25 dataset: a gas-phase ion, C5H8IN2 (charge +1) (the ωB97M-V functional and the def2-TZVPD basis).

Summary:
Highest occupied orbital energy in eV: -13.70
E_LUMO in eV: -4.6
SMILES: CC1=CC(=[NH2+])N(I)C1
Gap between HOMO and LUMO in hartree: 0.3340

```
! wB97M-V def2-TZVPD RIJCOSX def2/J DEFGRID3
* xyz 1 1
C -1.746 -0.279 -1.700
C -0.689 -0.124 -0.668
C -0.174 -1.129 0.016
C 1.028 -0.329 1.025
N 1.816 -0.945 1.836
N 0.965 0.934 0.625
I 1.902 2.598 1.387
C -0.119 1.208 -0.351
H -1.195 -0.700 -2.442
H -2.294 0.598 -2.087
H -2.557 -1.012 -1.585
H -0.467 -2.157 0.249
H 1.710 -1.869 2.123
H 2.351 -0.483 2.557
H 0.169 1.767 -1.174
H -0.700 1.922 0.188
*
```

natural (NBO) population analysis, charges in e, atoms 1 to 2:
1 C -0.67
2 C 0.05

Name the most stable of them. B.